# 1
A 17-piece molecular cluster, C36H55N18O6S2 overall, computed with ωB97M-V/def2-TZVPD.

Each line ends with the Mulliken charge.
Element x y z (Å)
C  -3.71612  2.37802  1.81987  -0.797
C  -2.44000  2.81617  0.88338  0.534
O  -1.97784  4.08433  1.06797  -0.543
N  -1.77319  1.97685  -0.18275  0.359
C  -2.14269  0.51348  -0.10496  0.306
C  -1.97998  -0.47660  1.19068  -0.472
O  -2.71335  -0.02968  -1.21555  -0.681
S  -0.05437  2.24873  -0.29761  0.870
O  0.16471  3.48340  -1.25645  -0.638
O  0.65633  2.56904  1.03872  -0.657
N  0.84293  0.92539  -1.04315  -0.341
S  2.40457  0.71866  -0.23380  0.772
O  3.30254  -0.13110  -1.21541  -0.649
O  2.12198  -0.09366  1.08654  -0.633
H  -4.67161  2.03258  1.20596  0.265
H  -3.99387  3.29751  2.52333  0.286
H  -3.38640  1.51228  2.56187  0.183
H  -1.56301  -1.55924  0.91060  0.139
H  -1.36850  0.01178  2.08682  0.252
H  -3.06805  -0.68525  1.63397  0.097
H  3.03379  1.96356  0.06703  0.156
C  2.97200  3.03325  -3.62951  -0.795
C  3.09694  3.42373  -2.21519  0.553
N  3.19560  3.73227  -1.09781  -0.441
H  2.20066  2.26890  -3.77154  0.116
H  2.70308  3.88562  -4.26225  0.265
H  3.90942  2.62334  -4.02030  0.337
C  1.14627  -3.54559  1.62402  -0.546
C  -0.13738  -4.00659  2.17910  0.380
N  -1.15151  -4.37080  2.61769  -0.432
H  1.22607  -2.45349  1.64236  0.177
H  1.99676  -3.94156  2.18889  0.335
H  1.27380  -3.86181  0.58324  0.104
C  5.43756  4.66632  1.41964  -0.245
C  6.82152  5.16710  1.46703  0.356
N  7.91492  5.56276  1.50452  -0.464
H  5.38303  3.60312  1.67654  0.255
H  4.78926  5.20217  2.12092  0.044
H  4.99983  4.78098  0.42227  0.010
C  5.94629  6.42044  -3.19935  -0.124
C  6.18451  5.48534  -4.31165  0.382
N  6.37267  4.74655  -5.19043  -0.457
H  5.49254  7.35479  -3.54645  -0.156
H  5.27297  5.99316  -2.44883  0.037
H  6.87719  6.68405  -2.68609  0.302
C  2.42869  8.46371  -4.60877  -0.328
C  3.81266  8.96449  -4.56138  0.410
N  4.90605  9.36014  -4.52389  -0.479
H  2.37417  7.40050  -4.35187  0.175
H  1.78039  8.99955  -3.90749  0.275
H  1.99097  8.57836  -5.60613  -0.047
C  2.59296  -6.78517  -1.41755  -0.647
C  2.71789  -6.39469  -0.00323  0.489
N  2.81656  -6.08615  1.11414  -0.487
H  1.82161  -7.54952  -1.55959  0.087
H  2.32404  -5.93279  -2.05029  0.252
H  3.53037  -7.19507  -1.80834  0.310
C  -0.44879  -1.36100  -3.90877  -0.321
C  0.60328  -0.70374  -4.70221  0.367
N  1.43443  -0.18445  -5.32910  -0.467
H  -0.89143  -0.67623  -3.17765  -0.087
H  -1.26309  -1.72841  -4.54212  0.329
H  -0.05878  -2.22008  -3.35256  0.189
C  -4.58733  -2.32732  4.64189  -0.159
C  -5.13280  -1.32206  3.71437  0.372
N  -5.56380  -0.52789  2.98157  -0.437
H  -4.93323  -2.16119  5.66763  0.365
H  -4.88660  -3.34231  4.36003  -0.014
H  -3.49250  -2.30684  4.66241  -0.167
C  -4.84613  1.96577  -2.76551  -0.396
C  -5.36328  2.80595  -1.67233  0.422
N  -5.77187  3.46978  -0.80870  -0.456
H  -5.61565  1.29163  -3.15635  0.285
H  -4.48855  2.57018  -3.60577  0.267
H  -4.00795  1.34299  -2.43522  -0.046
C  4.35805  8.47344  3.40292  -0.858
C  3.46586  7.40771  2.91649  0.443
N  2.76098  6.56572  2.53223  -0.375
H  3.81427  9.40785  3.57773  0.317
H  4.83982  8.19811  4.34701  0.262
H  5.15536  8.69266  2.68478  0.269
C  -0.26854  -3.29224  6.16499  -0.881
C  -0.81402  -2.28698  5.23746  0.486
N  -1.24501  -1.49281  4.50466  -0.455
H  -0.61444  -3.12611  7.19072  0.333
H  -0.56781  -4.30723  5.88313  0.188
H  0.82629  -3.27176  6.18550  0.329
C  1.87803  10.63541  -8.65428  -0.796
C  1.01459  9.59805  -8.06543  0.376
N  0.33241  8.77847  -7.60026  -0.410
H  2.81054  10.21279  -9.04311  0.263
H  1.38401  11.14869  -9.48597  0.310
H  2.15114  11.39970  -7.91892  0.265
C  -5.01882  -6.69122  5.46221  -0.602
C  -5.60922  -5.39661  5.84143  0.396
N  -6.07566  -4.37379  6.14099  -0.451
H  -5.78833  -7.42778  5.20783  0.333
H  -4.36140  -6.59647  4.59156  0.049
H  -4.42017  -7.11635  6.27484  0.300
C  -5.09657  -8.12868  1.26990  -0.268
C  -5.18095  -8.65341  2.64318  0.453
N  -5.24762  -9.06802  3.72813  -0.527
H  -4.06314  -8.10656  0.90806  -0.213
H  -5.67229  -8.74015  0.56714  0.323
H  -5.48474  -7.10677  1.20278  0.280
C  -1.66985  -8.93058  -1.59967  -0.575
C  -0.61778  -8.27332  -2.39311  0.473
N  0.21337  -7.75403  -3.02000  -0.510
H  -2.11249  -8.24580  -0.86855  0.126
H  -2.48415  -9.29799  -2.23303  0.386
H  -1.27985  -9.78966  -1.04347  0.210
C  -1.01863  -8.21366  3.56809  -0.762
C  -1.31588  -8.30562  2.12880  0.354
N  -1.55077  -8.37832  0.99169  -0.449
H  -1.69537  -7.51938  4.07739  0.095
H  -1.11786  -9.18472  4.06449  0.348
H  0.00243  -7.86099  3.74852  0.311

Its charge is -1. The value obtained for the calculated total energy is -3637.829145 a.u. The calculation puts the maximum force at 9.70 eV Å⁻¹. The calculation puts the LUMO energy at 1.32 eV. Its multiplicity is 1. The value obtained for the HOMO energy is -5.8156 eV.

# 2
C36H56BN8O8Pb as an isolated structure, computed with ωB97M-V/def2-TZVPD.

Each line ends with the Mulliken charge.
Element x y z (Å)
Pb  -21.10011  -16.93980  23.52778  1.570
O  -19.75183  -17.39320  18.49956  -0.578
C  -19.83428  -16.24399  18.80195  0.358
O  -19.41149  -15.19593  18.11996  -0.474
B  -19.64679  -13.95483  18.86726  -0.084
O  -20.37358  -14.40265  20.08606  0.505
C  -20.48444  -15.68970  20.07693  -0.063
O  -20.94466  -16.38115  20.96637  -0.180
O  -20.33965  -12.97471  18.05018  -0.432
C  -19.65305  -11.84832  18.00995  0.412
O  -19.97555  -10.86621  17.41254  -0.564
C  -18.34862  -12.04905  18.81967  0.839
O  -18.38765  -13.28793  19.28946  -0.155
O  -17.49807  -11.22042  18.91007  -0.610
C  -22.70233  -9.13028  17.64435  -1.122
C  -23.15985  -9.78504  18.95554  0.359
C  -24.32386  -10.80739  18.85746  -0.328
C  -24.14853  -11.80511  17.78511  0.317
N  -24.01078  -12.66095  17.03189  -0.549
H  -21.84037  -8.53026  17.93030  0.435
H  -23.54860  -8.55537  17.26290  0.475
H  -22.40448  -9.81530  16.85430  -0.155
H  -23.42985  -9.11760  19.77233  0.591
H  -22.29556  -10.37983  19.26667  -0.655
H  -25.29247  -10.31298  18.77497  0.524
H  -24.35296  -11.27473  19.84415  0.116
C  -21.57453  -9.77134  12.88498  -1.435
C  -21.07106  -10.43969  14.15904  0.036
C  -21.82959  -11.70566  14.55070  1.096
C  -21.77531  -12.72482  13.51053  -0.115
N  -21.73127  -13.53789  12.70093  -0.589
H  -21.00287  -8.86323  12.69954  0.394
H  -22.64730  -9.57709  12.93458  0.341
H  -21.44262  -10.39731  12.00011  0.355
H  -21.12423  -9.73332  14.98892  0.261
H  -20.01220  -10.69728  14.07643  0.154
H  -22.87455  -11.42395  14.70038  0.470
H  -21.44928  -12.15128  15.47065  -0.836
C  -15.78830  -15.04238  20.60225  -0.771
C  -14.38543  -14.95903  21.14932  -0.605
C  -13.92838  -13.56090  21.60327  -0.516
C  -14.95770  -12.83069  22.36595  0.357
N  -15.76115  -12.28587  22.97977  -0.500
H  -16.07361  -16.08278  20.41828  0.404
H  -15.90968  -14.53415  19.64791  0.223
H  -16.52535  -14.72020  21.34208  0.121
H  -13.66785  -15.33903  20.42345  0.323
H  -14.30152  -15.54371  22.06886  0.311
H  -13.65234  -12.94122  20.74851  0.286
H  -13.05496  -13.65625  22.24748  0.370
C  -21.18485  -11.49521  21.55016  -0.798
C  -19.85803  -11.16791  22.28091  -1.323
C  -18.99710  -12.38785  22.52277  0.858
C  -19.68124  -13.54541  23.06349  -0.011
N  -20.18759  -14.46544  23.53176  -0.546
H  -21.83885  -12.14803  22.12819  0.428
H  -20.91927  -12.00717  20.62334  -0.130
H  -21.65398  -10.53472  21.34823  0.598
H  -20.09672  -10.73646  23.25571  0.497
H  -19.31575  -10.37463  21.77036  0.397
H  -18.25353  -12.22782  23.31593  0.648
H  -18.35946  -12.74566  21.70838  -0.466
C  -15.61722  -11.82991  15.84805  -0.838
C  -16.57905  -10.64296  15.71589  0.597
C  -16.19575  -9.44505  16.56466  -0.233
C  -15.04085  -8.64122  16.14244  0.016
N  -14.18048  -7.97473  15.77724  -0.457
H  -15.87553  -12.56145  15.07760  0.137
H  -15.61735  -12.41236  16.77214  0.109
H  -14.57423  -11.57053  15.65433  0.431
H  -17.55127  -11.01865  16.03759  -0.645
H  -16.65940  -10.37342  14.66271  0.584
H  -16.03791  -9.78844  17.58813  0.051
H  -17.00795  -8.71735  16.63737  0.319
C  -18.82378  -13.90153  14.85644  -0.549
C  -18.28293  -15.23412  15.31796  0.070
C  -17.52109  -15.99771  14.24010  -0.656
C  -16.62626  -15.18373  13.43362  0.278
N  -15.93397  -14.47163  12.85738  -0.486
H  -19.44367  -13.38980  15.59414  -0.121
H  -19.44169  -14.03810  13.96476  0.394
H  -18.06165  -13.18264  14.54830  0.099
H  -19.11754  -15.85316  15.65246  0.264
H  -17.68516  -15.17638  16.23032  -0.018
H  -18.22897  -16.53591  13.60789  0.336
H  -16.83131  -16.74691  14.64001  0.366
C  -18.51452  -21.00759  21.21359  -1.274
C  -19.80045  -20.19901  21.13141  0.134
C  -20.51516  -20.22761  19.76712  0.028
C  -20.98014  -21.59694  19.55231  0.045
N  -21.31575  -22.67813  19.36485  -0.404
H  -18.10161  -20.86814  22.21237  0.344
H  -17.77087  -20.68258  20.48314  0.322
H  -18.63927  -22.06369  20.97334  0.376
H  -19.51943  -19.16072  21.35552  -0.165
H  -20.55206  -20.53888  21.84977  0.322
H  -19.82625  -20.08695  18.93226  0.222
H  -21.27575  -19.45115  19.74941  0.073
C  -25.02853  -16.55456  19.83882  -1.508
C  -24.24973  -15.28715  19.51608  0.103
C  -24.17043  -14.27497  20.66433  1.051
C  -23.68545  -14.87696  21.90957  0.050
N  -23.25230  -15.40471  22.83343  -0.578
H  -24.64279  -17.03060  20.74392  0.278
H  -24.95722  -17.26884  19.01940  0.413
H  -26.09702  -16.43380  20.02792  0.384
H  -24.62495  -14.78513  18.62663  0.393
H  -23.20577  -15.57708  19.37168  -0.264
H  -25.12970  -13.76420  20.73413  0.620
H  -23.35524  -13.59360  20.40187  -0.848

Its charge is +1. The value obtained for the calculated total energy is -2662.911012 a.u. The calculation puts the maximum force at 3.10 eV Å⁻¹. The calculation puts the LUMO energy at -6.53 eV. Its multiplicity is 1. The value obtained for the HOMO energy is -12.3379 eV.